The following is a DFT calculation (ωB97M-V with the def2-TZVPD basis set) of an isolated molecule of C3H7NO2.

```
13
Properties=species:S:1:pos:R:3:nbo_charge:R:1
H 1.6876 0.7990 1.1361 0.174
C 0.0086 0.9690 -0.1634 -0.526
C -1.0163 0.3119 -1.0851 0.678
H -0.5788 1.4267 0.6398 0.236
H -1.8724 -1.4445 -1.5619 0.398
H 0.4494 1.7915 -0.7350 0.242
O 0.5391 -0.9322 1.1972 -0.744
N -1.0563 -1.0501 -1.1154 -0.833
H 1.1929 -1.2742 1.8166 0.481
H 1.8185 -0.2341 -0.2984 0.167
O -1.7668 1.0078 -1.7473 -0.620
C 1.1188 0.1412 0.4635 -0.068
H -0.6137 -1.5724 -0.3715 0.415
```

For the calculated total energy, the calculation gives -323.7611 hartree. Its energy relative to the best compared isomer or geometry (same formula, charge and spin) is 12.5 kcal per mole. The calculation puts the highest occupied orbital energy at -9.59 eV. Its net charge is 0. The HOMO-LUMO gap comes out at 0.37495 hartree. The largest force on an atom comes out at 0.0069 hartree/bohr. The SMILES is NC(=O)CCO.

=====

The following is a DFT calculation (ωB97M-V with the def2-TZVPD basis set) of a cluster of 2 separate species, C2H4ClFO2 in total at a distorted geometry.

```
10
Properties=species:S:1:pos:R:3:nbo_charge:R:1
Cl -1.0459 -1.7869 0.4255 -0.161
C -1.8819 -0.1491 0.1910 -0.009
O -1.6052 0.4912 -1.0047 -0.670
C 1.9590 0.0628 -0.7019 0.565
H -2.8791 -0.2748 0.2503 0.175
O 3.0093 -0.3155 -0.2171 -0.669
H -0.6821 0.8224 -0.8830 0.489
H 3.4986 -0.1185 0.6429 0.526
F 1.3094 0.9751 0.1433 -0.418
H -1.6820 0.2932 1.1537 0.174
```

For the calculated total energy, the calculation gives -789.0413 hartree. Its energy relative to the best compared isomer or geometry (same formula, charge and spin) is 63.4 kcal per mole. The calculation puts the highest occupied orbital energy at -10.34 eV. Its net charge is 0. The HOMO-LUMO gap comes out at 0.38974 hartree. The largest force on an atom comes out at 0.0935 hartree/bohr.

=====

The following is a DFT calculation (ωB97M-V with the def2-TZVPD basis set) of the ion C7H12BrN2 with charge +1 at a distorted geometry.

```
22
Properties=species:S:1:pos:R:3:nbo_charge:R:1
H 0.2173 -3.1273 -1.1106 0.230
H -0.3839 1.6780 -2.0586 0.446
N -0.5035 1.7152 -1.0146 -0.586
H -1.4708 -2.4574 0.6663 0.249
H 0.8168 -0.2705 -1.4372 0.227
H 1.7137 -2.2254 -1.2765 0.251
C 0.1597 1.0586 -0.0309 0.279
C -1.0211 -1.5029 0.4237 -0.434
H -1.7387 3.3780 -1.2352 0.245
H -1.2231 -0.8867 1.4154 0.229
C 0.0096 1.8572 1.0994 -0.208
H 1.5475 -3.3110 -0.0088 0.243
C 0.8609 -0.1492 -0.3264 -0.210
C 1.0414 -2.5617 -0.5186 -0.430
H -1.0713 3.6764 1.5157 0.262
N 0.4197 -1.4696 0.3201 -0.392
Br 2.9159 -0.0138 0.2487 -0.208
H 0.9286 -1.6252 1.1889 0.457
H 0.2594 1.5593 2.1056 0.245
C -1.1292 2.7897 -0.4383 0.134
H -1.6051 -1.0613 -0.3558 0.245
C -0.7438 2.9494 0.8277 -0.276
```

For the calculated total energy, the calculation gives -2957.0231 hartree. Its energy relative to the best compared isomer or geometry (same formula, charge and spin) is 0.0 kcal per mole. The calculation puts the highest occupied orbital energy (alpha / beta) at -9.10 / -13.18 eV. Its net charge is +1. The HOMO-LUMO gap (alpha / beta) comes out at 0.23299 / 0.23991 hartree. Its multiplicity is 3. Its expectation value of S² is 2.02. The largest force on an atom comes out at 0.1229 hartree/bohr.

=====

The following is a DFT calculation (ωB97M-V with the def2-TZVPD basis set) of a structure of composition C39H63BiBr4N7O2SeSi2.

```
119
Properties=species:S:1:pos:R:3:mulliken_charge:R:1
C -0.9174 0.3540 4.5120 -1.196
H 4.4871 -3.6523 1.0525 0.565
N 0.1707 2.2566 1.5477 0.721
H 0.1546 -5.4432 -2.7711 0.203
H -2.0430 -2.4262 5.5051 0.356
H -4.7556 -1.6530 -1.2754 0.424
C 3.9178 -4.1410 -2.5203 -1.217
C 1.8722 1.7265 -2.2960 -0.664
C 2.2910 0.4917 3.2459 0.320
H -6.1323 -1.5578 2.7702 0.422
H 5.5960 -1.4495 2.9548 0.362
H 6.2797 1.2964 0.0025 0.515
C 4.6578 -1.9509 3.1928 -2.009
Br 3.5476 3.9716 -5.3841 -0.218
H 1.0644 -4.6234 -4.0401 0.258
C -0.9808 2.0682 2.1823 0.484
C 2.2457 -5.5395 -0.3448 -1.003
H -2.2470 0.3866 -4.0045 0.390
H -3.8018 -4.1509 -0.4120 0.206
O -0.1076 1.9174 -1.0848 -0.606
H 2.1143 1.5679 3.2160 0.586
H -1.2897 1.0333 2.2910 0.194
N -1.9127 -1.4675 -3.0986 0.445
N -0.4963 -0.9652 4.0926 1.427
C 3.6722 -1.9034 2.0209 3.291
H 1.4486 3.6261 0.7051 0.383
H 4.8961 -2.9956 3.4241 0.505
C 2.4249 -2.7021 2.4087 -1.778
H -1.6883 -4.1488 5.2948 0.283
H 6.0172 2.2672 2.3107 0.535
H -1.4664 0.3055 5.4640 0.303
C 0.3835 -1.6250 5.0312 -1.673
Br -1.3567 4.3117 -2.4166 -0.225
Se 0.9816 -2.5530 -1.3586 -0.869
H -1.9096 0.4405 -2.2549 0.322
H -1.8526 -2.1493 -5.0950 0.268
C -1.3055 -2.2566 -4.1523 -1.021
H -4.8290 -3.8025 -2.8502 0.433
C -3.8424 -3.5208 -3.2364 -1.471
H -0.2772 -1.9181 -4.3002 0.353
H 5.7860 0.6629 3.0049 0.267
H -2.0229 -4.1640 -0.5323 0.034
H -3.8006 -1.2768 3.5023 0.396
H 0.1823 5.6058 1.4738 0.473
C -1.6605 -0.0487 -3.1888 -1.285
C -1.2951 -1.6644 3.1975 -1.544
H 6.0828 -0.3167 0.6823 0.378
C -1.7755 3.1122 2.6342 -0.986
H 2.9030 0.2737 4.1221 0.815
H 3.6896 -2.5283 -0.0574 -0.024
C -1.8136 -3.9388 2.5115 -0.873
H 5.2938 -2.1643 0.5718 0.174
Bi 0.8578 -0.1092 -0.0367 0.401
H 3.3250 2.9124 1.3907 0.311
C -2.1519 -3.2721 4.8321 -1.170
C -0.1715 4.6122 1.7123 -1.136
C 2.3611 3.3394 -4.0540 0.355
Br 0.6322 5.4691 -4.8484 -0.223
C -1.3545 4.4106 2.4056 -0.629
C -5.5963 -1.6535 0.6834 -0.827
C 3.9432 2.3907 0.6566 -1.957
H -1.1716 -3.7149 1.6605 0.099
H 4.1776 -4.9658 -3.1872 0.408
H 5.0553 0.2123 -0.6606 0.236
H -0.0526 -1.6841 6.0373 0.447
H 4.7522 3.0695 0.3655 0.685
C -4.5456 -1.6205 -0.2130 -0.231
H -3.4843 -4.3303 -3.8807 0.332
C -2.9355 -1.4011 1.5625 0.001
H 2.7132 -3.7141 2.7200 0.729
C 5.5406 0.5312 0.2630 -2.068
H -1.9485 5.2520 2.7408 0.396
C -5.3329 -1.5623 2.0415 -1.180
C 0.6330 2.3874 -2.0203 0.295
H 2.8895 -5.1402 0.4346 0.232
N -2.1991 -1.4547 -0.7821 0.647
Br 4.3429 1.2985 -3.5404 -0.171
H 1.6032 -6.2067 -3.4530 0.445
N -2.9423 -3.2695 -2.1359 0.775
C 1.1540 3.9716 -3.8154 0.315
H -0.0503 1.0037 4.6499 0.267
C 4.5325 1.1088 1.2591 2.525
H -6.6130 -1.7230 0.3193 0.408
H -1.2697 -3.3034 -3.8679 0.273
H -1.5703 -4.9354 2.8868 0.462
H 1.3150 0.0188 3.3844 -1.591
O 2.1948 0.6733 -1.5729 -0.180
C 0.3084 3.4975 -2.8065 -0.034
H -1.5602 0.7916 3.7541 0.286
C -4.0178 -1.4190 2.4488 -0.139
H 4.2525 -1.4994 4.0979 0.258
C 2.7079 2.2188 -3.2822 -0.106
H 1.8981 -2.2350 3.2356 0.176
C 1.1580 -5.2543 -3.1559 -1.199
H -0.6030 0.1249 -3.4000 0.256
H 4.6620 -4.0968 -1.7262 0.318
H 4.5892 1.9252 3.2873 0.316
H -2.7086 2.9034 3.1398 0.515
H 0.6147 -2.6292 4.6888 0.576
H -3.9551 -2.6236 -3.8382 0.435
H -2.9814 -5.2466 -1.5474 0.453
H 1.7291 -2.8036 1.5711 -0.342
Si 3.0776 -0.1085 1.6109 0.378
N -1.5427 -2.9798 3.5507 0.609
H 3.3434 2.1871 -0.2271 0.259
C -3.1965 -1.5258 0.1757 -0.568
C -2.3535 -2.0306 -1.9432 -0.215
Si 2.1873 -4.3957 -1.8355 0.752
H 3.9744 -3.2120 -3.0871 0.324
C 4.3254 -2.5932 0.8241 -2.007
N -1.6736 -1.0754 2.1175 1.159
H 2.6126 -6.5314 -0.6212 0.427
H 1.2425 -5.6437 0.0700 0.180
C -2.9475 -4.2547 -1.0910 -0.920
H -3.2241 -3.4700 4.7076 0.366
H 1.3146 -1.0583 5.1071 0.319
C 5.2667 1.5032 2.5450 -1.905
H -2.8583 -3.9267 2.1869 0.272
C 0.5488 3.5060 1.2949 -0.309
```

For the calculated total energy, the calculation gives -15548.8761 hartree. Its energy relative to the best compared isomer or geometry (same formula, charge and spin) is 1.5 kcal per mole. The calculation puts the highest occupied orbital energy at -4.17 eV. Its net charge is -1. The HOMO-LUMO gap comes out at 0.23314 hartree. The largest force on an atom comes out at 0.0194 hartree/bohr.

=====

The following is a DFT calculation (ωB97M-V with the def2-TZVPD basis set) of a structure of composition C15H21N4O3OsS2 at a distorted geometry.

```
46
Properties=species:S:1:pos:R:3:nbo_charge:R:1
H 0.0253 5.0903 -3.7006 0.227
C -0.9732 -3.2498 -3.3839 -0.408
H 3.1152 -1.0234 -3.3740 0.275
H 0.5759 -5.1271 1.9874 0.444
N 1.6311 -1.3320 -1.8205 -0.472
C 0.4014 2.8517 1.1921 -0.209
H 1.3358 -2.2934 -4.8532 0.278
C 0.0979 2.3415 -0.1955 0.473
H 1.6881 -3.7901 2.0507 0.439
N 0.7764 -4.1369 2.2061 -0.735
C 0.8856 2.0627 2.3640 0.663
N -1.3290 -3.7957 2.9569 -0.502
O -0.6680 5.5446 -1.8773 -0.359
H -0.5458 -4.2065 -3.7315 0.255
H -0.6120 2.7072 -2.1136 0.254
C 2.1211 -1.3700 -3.1239 -0.028
H -0.2097 6.0993 0.5278 0.266
H -1.6117 -2.6638 -4.0627 0.257
H -1.6945 5.7915 -3.6652 0.256
H -1.6069 -5.7023 2.0555 0.224
C -0.1976 -3.3406 2.5929 0.399
O 0.1198 1.1032 -0.5155 -0.667
C 1.1867 -2.0261 -3.8408 -0.041
Os -0.0712 -0.3136 0.9801 0.974
C -1.7227 -5.1412 3.0305 -0.480
S -0.4314 -2.1121 -0.3092 0.005
H 0.2849 4.4730 2.3989 0.253
H -1.4158 4.1346 -3.1776 0.189
H 1.3320 3.6507 3.8087 0.259
N 0.1915 -2.3937 -2.9898 -0.277
H -1.5000 -3.5080 -2.4938 0.227
H 2.0672 -0.9895 -0.9982 0.442
H 1.7140 1.9574 4.3011 0.286
C -0.3283 4.6392 -1.0545 0.417
C -0.9678 5.0938 -3.1879 -0.276
S -0.0254 -1.5913 2.8223 -0.004
C 1.0508 2.6428 3.7588 -0.721
H -2.1105 -3.0910 3.1030 0.454
O 0.9957 0.8361 2.2638 -0.610
H -1.1912 -5.7361 3.7979 0.256
C 0.2066 4.1855 1.3700 -0.102
C 0.4476 -1.9572 -1.7749 0.238
C -0.2530 3.2164 -1.2405 -0.357
H 0.0902 2.6646 4.2614 0.291
C -0.1217 5.0527 0.2972 -0.023
H -2.7531 -5.2473 3.3577 0.273
```

For the calculated total energy, the calculation gives -1914.9210 hartree. The calculation puts the highest occupied orbital energy (alpha / beta) at -17.53 / -17.66 eV. Its net charge is +3. The HOMO-LUMO gap (alpha / beta) comes out at 0.28653 / 0.20825 hartree. Its multiplicity is 5. Its expectation value of S² is 6.04. The largest force on an atom comes out at 0.0799 hartree/bohr.

=====

The following is a DFT calculation (ωB97M-V with the def2-TZVPD basis set) of a structure of composition C34H29AuNO4Sb2.

```
71
Properties=species:S:1:pos:R:3:mulliken_charge:R:1
H -1.4245 -2.2980 4.0292 0.328
H 1.6190 1.3689 4.1132 0.315
Sb 0.2236 -0.5414 2.0790 1.292
C -2.5631 0.6661 2.1216 -0.635
O 0.8226 0.8883 -4.7657 -0.680
C 3.7480 -1.4536 -0.1465 0.024
C -1.0683 5.2479 -1.8650 -0.672
O 0.1884 0.5248 -2.6480 -0.519
C -2.6875 0.4952 -2.1922 0.630
C 0.8253 3.3002 -1.2743 -0.426
H 2.2829 4.8323 -1.6082 0.427
C -1.4775 3.9601 -1.5470 -0.431
C 3.6623 -1.0261 -1.5922 0.672
C 2.0959 0.4067 4.2620 -0.525
H -5.8103 -0.8206 -2.1336 0.425
C -1.4048 -2.8729 3.1098 -0.475
H -0.9083 1.6908 3.0969 0.650
Sb -1.2179 1.0610 -0.7942 2.366
H 5.6175 -1.6937 -2.0946 0.529
C -0.7278 -2.4085 1.9837 0.587
H -2.8315 -0.3588 1.8482 0.210
C -0.5279 2.9864 -1.2535 0.909
C 1.7497 -0.6975 3.4906 0.737
C 0.2828 5.5612 -1.8818 -0.552
C -2.4840 1.5640 0.8909 -1.558
C 1.2288 4.5894 -1.5864 -0.713
N 2.5189 -0.4639 -1.9868 -0.046
H -3.9624 -0.2674 -0.6205 0.268
H -2.1362 2.5622 1.1665 0.601
H -1.6458 1.1465 -3.9686 0.378
C 3.6947 -0.9540 5.4264 -0.449
C 2.3744 -1.9263 3.6682 -0.380
H -3.5252 0.6326 -5.4525 0.431
H 3.1825 0.0508 -5.2082 0.533
H -2.5261 -5.8147 1.8729 0.404
O 2.6913 -1.1968 0.5860 -0.600
H -2.5363 3.7233 -1.5521 0.352
C -0.6925 -3.1735 0.8229 -0.471
C -3.6201 0.4364 -4.3928 -0.742
Au 1.0173 -0.2142 -0.2742 0.669
H 0.6008 6.5640 -2.1335 0.398
H 3.8456 -2.9983 4.7889 0.400
C -2.5563 0.7391 -3.5554 -0.728
C -1.3413 -4.4000 0.7855 -0.797
H 2.1219 -2.7743 3.0444 0.384
H -2.5758 -4.4607 3.9399 0.419
C -2.0519 -4.0979 3.0658 -0.678
O 4.7357 -2.0069 0.2699 -0.651
H 5.3614 -0.9818 -4.4952 0.444
C -2.0209 -4.8586 1.9038 -0.485
H -1.4092 0.2259 3.9303 0.481
H -3.3770 1.0254 2.7567 0.547
H 3.3503 1.1242 5.8425 0.407
H -1.8055 6.0023 -2.1054 0.410
C 3.0731 0.2723 5.2366 -0.628
C -3.8573 -0.0637 -1.6804 -0.358
H -3.4715 1.6764 0.4429 0.667
H -5.6031 -0.3625 -4.5568 0.396
C 2.3537 -0.0976 -3.2568 0.200
H 4.4598 -1.0563 6.1842 0.398
C 3.3480 -2.0488 4.6459 -0.746
C 1.0073 0.5053 -3.6245 -0.083
H -0.1577 -2.8275 -0.0545 0.325
C -1.2805 0.6772 2.9444 -1.200
C 4.7136 -1.2323 -2.4645 -0.703
C -4.9063 -0.3790 -2.5312 -0.726
C 4.5575 -0.8368 -3.7857 -0.288
H 1.5730 2.5417 -1.0701 0.102
C 3.3626 -0.2652 -4.1912 -0.727
C -4.7864 -0.1231 -3.8887 -0.480
H -1.3115 -4.9956 -0.1169 0.435
```

For the calculated total energy, the calculation gives -2284.6666 hartree. Its energy relative to the best compared isomer or geometry (same formula, charge and spin) is 18.9 kcal per mole. The calculation puts the highest occupied orbital energy at -11.49 eV. Its net charge is +1. The HOMO-LUMO gap comes out at 0.25229 hartree. The largest force on an atom comes out at 0.0194 hartree/bohr.